This record from the OMol25 dataset describes a single C27H26N2O4S molecule. The level of theory is ωB97M-V/def2-TZVPD.

Calculated values
total charge: 0
SMILES: CCCC[C@H](NC(=O)c1ccccc1)C(=O)OCC(=O)N1c2ccccc2Sc2ccccc21
E: -1853.20432 hartree
LUMO energy: 0.661 eV
gap between HOMO and LUMO: 8.92 eV
energy above the lowest of the compared OMol25 structures with the same formula, charge and spin: 9.5 kJ/mol

Geometry as XYZ:
```
60
C27H26N2O4S ωB97M-V/def2-TZVPD
S 3.036 3.201 2.803
O 0.481 1.244 -1.436
O 4.668 -0.664 0.622
O 1.615 -0.576 -0.760
O -2.898 -0.950 0.222
N 3.075 0.389 1.833
N -1.840 -0.108 -1.587
C 5.612 1.111 5.089
C -5.329 2.167 -2.401
C -0.064 -4.602 -3.964
C 5.526 -0.167 4.561
C -0.614 0.665 1.900
C 4.000 1.879 3.493
C -4.688 1.282 0.141
C 1.772 0.926 1.966
C -1.275 -3.680 -4.044
C -3.962 0.822 -0.953
C 1.609 2.250 2.362
C 0.653 0.122 1.794
C -5.714 2.192 -0.033
C -6.034 2.638 -1.305
C 3.591 -0.116 0.679
C -0.354 -1.795 -2.602
C 0.338 2.798 2.456
C -0.768 2.010 2.198
C 4.845 2.134 4.562
C -4.294 1.266 -2.229
C 2.803 0.195 -0.600
C -1.464 -2.827 -2.790
C 3.920 0.597 2.955
C -0.640 -0.884 -1.397
C 0.531 0.066 -1.196
C -2.869 -0.156 -0.701
C 4.676 -0.429 3.500
H 0.862 -4.034 -3.927
H -0.785 -1.496 -0.500
H -4.433 0.912 1.123
H -2.171 -4.288 -4.185
H 0.790 -0.925 1.571
H -0.268 -1.179 -3.501
H 0.600 -2.292 -2.431
H -1.179 -3.028 -4.915
H -1.746 0.697 -2.188
H -1.756 2.440 2.259
H 6.124 -0.965 4.973
H -2.421 -2.306 -2.856
H 6.276 1.313 5.915
H -0.121 -5.228 -3.077
H -5.588 2.504 -3.394
H -6.268 2.550 0.822
H -3.767 0.888 -3.093
H 2.538 1.260 -0.620
H -0.026 -5.250 -4.837
H 3.469 -0.034 -1.438
H -6.837 3.346 -1.444
H 4.613 -1.415 3.071
H -1.478 0.036 1.750
H 0.231 3.835 2.735
H -1.504 -3.475 -1.912
H 4.901 3.134 4.963
```